Arrangement one

ORCA calculation (ωB97M-V with the def2-TZVPD basis set) on 7 unconnected molecules or ions with the total composition C21H56O21S7.

Output
E_HOMO: -10.68 eV
SMILES: CCOS(C)(=O)=O.CCOS(C)(=O)=O.CCOS(C)(=O)=O.CCOS(C)(=O)=O.CCOS(C)(=O)=O.CCOS(C)(=O)=O.CCOS(C)(=O)=O

ORCA input file:
```
! wB97M-V def2-TZVPD RIJCOSX def2/J DEFGRID3
* xyz 0 1
C 0.4531 -4.6661 1.3773
C -0.5718 -5.7764 1.7931
O -0.9522 -5.4178 3.0958
S -2.2285 -4.5105 3.3712
C -3.3652 -5.9255 3.7127
O -2.0796 -3.7212 4.6306
O -2.6532 -3.8873 2.1099
H 0.7428 -4.8009 0.3352
H 1.2907 -4.6046 2.0721
H -0.1426 -3.7537 1.4067
H -1.4331 -5.8107 1.1259
H 0.0403 -6.6663 1.9396
H -3.2419 -6.5292 2.8135
H -4.3515 -5.4662 3.7795
H -3.1545 -6.5057 4.6110
C -0.3043 0.0941 7.4663
C 0.4065 1.0417 6.4829
O -0.2892 2.2951 6.4254
S -1.2160 2.6891 5.0688
C 0.0916 3.2354 3.8710
O -1.7985 1.4977 4.5058
O -1.9752 3.8835 5.3781
H -0.5139 -0.8398 6.9449
H -1.3044 0.4593 7.6995
H 0.2566 -0.0929 8.3820
H 1.4297 1.2366 6.8042
H 0.5474 0.5079 5.5430
H 0.2569 4.2878 4.1019
H -0.3379 3.2296 2.8692
H 0.9884 2.6270 3.9877
C 3.4341 4.7558 1.4507
C 4.3985 3.6566 0.9682
O 3.5997 2.7828 0.1640
S 4.3054 1.2970 -0.3446
C 4.4852 0.4160 1.2889
O 3.4809 0.5687 -1.2917
O 5.6252 1.6085 -0.8025
H 3.9661 5.4628 2.0873
H 2.6685 4.3109 2.0861
H 2.9761 5.2273 0.5811
H 5.2044 4.0609 0.3557
H 4.8054 3.1130 1.8209
H 4.7318 -0.6303 1.1087
H 3.5383 0.5623 1.8086
H 5.3102 0.9211 1.7912
C 0.1507 1.1894 -1.7767
C -0.8283 0.4091 -0.7468
O -0.1160 -0.6306 -0.0090
S 0.4826 -0.2383 1.4975
C -0.9720 -0.5968 2.5186
O 1.4960 -1.2198 1.8448
O 0.7490 1.1760 1.4914
H 0.9813 1.7556 -1.3553
H -0.4259 1.7600 -2.5048
H 0.6405 0.4186 -2.3716
H -1.2187 1.0981 0.0022
H -1.7050 0.0010 -1.2499
H -1.0291 -1.6670 2.7171
H -1.8528 -0.0220 2.2324
H -0.6786 -0.3216 3.5317
C -0.6819 4.5348 -0.2250
C -2.1208 4.5923 0.2169
O -2.6332 3.4640 -0.5053
S -4.1969 2.9296 -0.2016
C -4.8747 3.3977 -1.7858
O -4.2162 1.4088 -0.1702
O -4.7423 3.7514 0.8369
H -0.6398 4.8254 -1.2747
H -0.2711 3.5317 -0.1104
H -0.0242 5.1655 0.3732
H -2.1946 4.3523 1.2776
H -2.7375 5.4779 0.0635
H -5.8796 3.7410 -1.5402
H -5.0115 2.5790 -2.4922
H -4.2514 4.1970 -2.1869
C -3.2883 -4.6737 -4.7096
C -3.6865 -3.1845 -4.4715
O -4.5183 -3.1066 -3.3465
S -4.5539 -1.6818 -2.4720
C -3.5830 -2.1643 -1.0118
O -3.8416 -0.5861 -3.2721
O -5.8762 -1.5178 -1.9312
H -4.1245 -5.3251 -4.9634
H -2.7145 -5.1890 -3.9393
H -2.6155 -4.6969 -5.5668
H -2.7961 -2.5634 -4.3733
H -4.1339 -2.8658 -5.4129
H -2.5375 -2.3237 -1.2757
H -3.9596 -3.0734 -0.5431
H -3.5846 -1.2916 -0.3588
C 6.0947 -0.0441 -7.6700
C 5.0628 -0.4781 -6.6284
O 4.1942 0.6101 -6.2997
S 3.8678 0.7876 -4.6441
C 2.9576 -0.9148 -4.3044
O 5.1220 1.0094 -3.9193
O 2.8048 1.8227 -4.5661
H 6.6625 0.8182 -7.3205
H 5.5199 0.0920 -8.5861
H 6.8317 -0.8400 -7.7768
H 4.4891 -1.2597 -7.1265
H 5.4530 -0.9573 -5.7305
H 3.6605 -1.7266 -4.4917
H 2.0720 -1.0801 -4.9179
H 2.7032 -0.8788 -3.2451
*
```

Arrangement two

ORCA calculation (ωB97M-V with the def2-TZVPD basis set) on 7 unconnected molecules or ions with the total composition C21H56O21S7.

Output
E_HOMO: -10.85 eV
SMILES: CCOS(C)(=O)=O.CCOS(C)(=O)=O.CCOS(C)(=O)=O.CCOS(C)(=O)=O.CCOS(C)(=O)=O.CCOS(C)(=O)=O.CCOS(C)(=O)=O

ORCA input file:
```
! wB97M-V def2-TZVPD RIJCOSX def2/J DEFGRID3
* xyz 0 1
C -0.8375 -5.1772 1.4941
C -1.8934 -5.2041 0.3994
O -1.5722 -5.9970 -0.7375
S -2.2402 -5.5094 -2.1397
C -1.3035 -3.9727 -2.4406
O -1.8792 -6.4477 -3.1660
O -3.6182 -5.1376 -1.8986
H -0.4800 -6.1797 1.7220
H -1.3203 -4.7076 2.3515
H 0.0074 -4.5365 1.2430
H -2.8769 -5.5289 0.7577
H -2.1274 -4.1573 0.1766
H -1.7057 -3.6660 -3.4044
H -0.2399 -4.1652 -2.5376
H -1.4665 -3.3257 -1.5902
C 3.6986 -0.0021 5.6064
C 5.1328 0.3102 5.9788
O 5.3269 1.7179 5.7920
S 6.8874 2.1701 5.7809
C 6.6237 3.9648 5.9811
O 7.5299 1.6080 6.9322
O 7.4623 1.9558 4.4688
H 3.1070 0.3809 6.4488
H 3.4279 -1.0576 5.6534
H 3.3143 0.4545 4.6991
H 5.3664 -0.0556 6.9770
H 5.7824 -0.2279 5.2796
H 5.8828 4.0251 6.7793
H 6.0882 4.3759 5.1290
H 7.5956 4.3942 6.1866
C -6.3528 1.5109 -4.1809
C -5.4378 0.6159 -3.3466
O -5.0295 -0.4102 -4.2899
S -4.3188 -1.7019 -3.6351
C -5.7587 -2.6688 -3.1705
O -3.6822 -2.4395 -4.6982
O -3.5951 -1.2968 -2.4637
H -5.8291 2.1197 -4.9193
H -6.9105 2.1904 -3.5331
H -7.0395 0.9290 -4.7951
H -4.5463 1.1624 -3.0389
H -5.9521 0.1764 -2.4909
H -5.4370 -3.4152 -2.4459
H -6.1726 -3.1465 -4.0540
H -6.5373 -2.0854 -2.6831
C -3.1459 1.0080 1.3176
C -3.9529 -0.0751 0.5811
O -4.7662 -0.7264 1.5796
S -5.8153 -1.8547 0.9948
C -4.6893 -3.2343 0.8623
O -6.8001 -2.1449 1.9969
O -6.1852 -1.4553 -0.3372
H -3.6993 1.9402 1.3059
H -2.1503 1.1087 0.8893
H -2.9833 0.6296 2.3275
H -4.6253 0.3440 -0.1697
H -3.3715 -0.8178 0.0292
H -5.3146 -4.1235 0.8053
H -4.1138 -3.2340 1.7840
H -4.1113 -3.1056 -0.0482
C 1.0850 0.6995 2.1030
C 1.6059 -0.5760 1.4484
O 1.4566 -0.4492 0.0184
S 0.1639 -1.0921 -0.7025
C -0.4558 0.4256 -1.4035
O 0.6164 -1.9589 -1.7572
O -0.7392 -1.6025 0.2999
H 1.3307 0.6727 3.1660
H -0.0065 0.7258 2.0886
H 1.5190 1.5187 1.5410
H 2.6677 -0.6733 1.6734
H 1.0702 -1.4744 1.7496
H -0.4901 1.2628 -0.7114
H -1.4900 0.2556 -1.7099
H 0.2141 0.6056 -2.2421
C 2.6104 3.0080 -0.9659
C 1.9186 3.9074 0.0548
O 0.6046 3.3432 0.2770
S -0.6194 4.3900 0.4221
C -0.6778 4.6961 2.1944
O -0.3161 5.6314 -0.2505
O -1.8110 3.6697 0.0810
H 2.5495 1.9582 -0.6760
H 3.6645 3.2822 -1.0336
H 2.1761 3.0868 -1.9630
H 2.5235 3.9133 0.9626
H 1.8363 4.9118 -0.3525
H -1.1676 3.8559 2.6757
H -1.2704 5.6046 2.2861
H 0.3223 4.8955 2.5720
C 4.4629 -0.4572 -1.3463
C 4.1012 -0.1650 -2.7799
O 4.5307 1.1511 -3.1268
S 4.4452 1.5342 -4.7256
C 5.0896 3.2316 -4.5363
O 5.3335 0.6555 -5.4464
O 3.0566 1.6746 -5.0675
H 4.4685 0.4709 -0.7745
H 5.4372 -0.9222 -1.1766
H 3.7842 -1.2117 -0.9476
H 4.5267 -0.9176 -3.4525
H 3.0197 -0.2297 -2.9453
H 4.4327 3.7353 -3.8351
H 4.9361 3.6485 -5.5304
H 6.1349 3.2066 -4.2504
*
```

Stability, lowest: arrangement one

Arrangement one

ORCA calculation (ωB97M-V with the def2-TZVPD basis set) on 2 unconnected molecules or ions with the total composition C3H8O4.

Output
E_HOMO: -10.48 eV
SMILES: O=C(O)CCO.O

ORCA input file:
```
! wB97M-V def2-TZVPD RIJCOSX def2/J DEFGRID3
* xyz 0 1
O 0.7119 0.2061 -0.6921
C 0.5983 1.1247 0.1148
O 0.5187 2.4065 -0.2422
C 0.1655 0.8300 1.5238
C -0.8483 -0.2509 1.4987
O -0.4441 -1.5503 0.9461
H 0.7377 2.3407 -1.2302
H 1.1385 0.6253 2.0558
H -0.2041 1.6941 2.1731
H -1.1036 -0.2718 2.5489
H -1.7915 0.0382 0.8882
H -0.1097 -1.4913 0.0282
O -0.4306 -2.2879 -2.5304
H -0.3034 -1.6689 -3.2848
H -0.7042 -1.6849 -1.8541
*
```

Arrangement two

ORCA calculation (ωB97M-V with the def2-TZVPD basis set) on a single C3H8O4 molecule.

Output
E_HOMO: -10.05 eV
SMILES: C[C@@H](O)C(O)(O)O

ORCA input file:
```
! wB97M-V def2-TZVPD RIJCOSX def2/J DEFGRID3
* xyz 0 1
C -1.1474 -1.0701 0.9050
C -0.0900 -0.0306 0.9457
O 1.2581 -0.4452 1.2225
C 0.2025 0.5828 -0.6095
O 1.0530 1.7467 -0.4299
O 0.8006 -0.4769 -1.2616
O -0.9730 1.0269 -1.2118
H -1.3987 -1.3937 -0.0750
H -0.8157 -1.9830 1.3440
H -2.1181 -0.6669 1.0833
H -0.2051 0.8503 1.5143
H 1.6202 -0.9368 0.3824
H 1.5431 1.4390 0.3235
H 1.0393 -0.2065 -2.1516
H -0.7688 1.5641 -1.9812
*
```

Stability, lowest: arrangement two

Arrangement one

ORCA calculation (ωB97M-V with the def2-TZVPD basis set) on 2 unconnected molecules or ions with the total composition C3H8O4.

Output
E_HOMO: -9.66 eV
SMILES: O=C(O)CCO.O

ORCA input file:
```
! wB97M-V def2-TZVPD RIJCOSX def2/J DEFGRID3
* xyz 0 1
O 0.0981 -1.0787 -0.8399
C 0.7714 -0.0719 -1.0758
O 1.5885 0.0210 -2.1768
C 0.9683 0.9944 -0.0753
C -0.4540 1.2612 0.6167
O -0.7096 0.3810 1.5593
H 1.2534 -0.5824 -2.8006
H 1.7587 0.6047 0.6240
H 1.5425 1.8755 -0.4600
H -0.2835 2.3350 1.0144
H -1.3151 1.2631 -0.0384
H -1.2685 -0.4187 1.4719
O -1.5212 -2.0931 1.0808
H -1.7611 -1.9258 0.1324
H -0.6681 -2.5652 0.9674
*
```

Arrangement two

ORCA calculation (ωB97M-V with the def2-TZVPD basis set) on 2 unconnected molecules or ions with the total composition C3H8O4.

Output
E_HOMO: -9.13 eV

ORCA input file:
```
! wB97M-V def2-TZVPD RIJCOSX def2/J DEFGRID3
* xyz 0 1
C -0.3228 -1.2218 -1.3919
C 0.6375 0.9403 0.4449
C -0.1580 1.8868 1.2557
O -0.6583 -0.1710 -0.4586
O -0.4043 -0.7725 0.9169
O 1.0530 -1.4303 -1.4301
O -1.0505 -2.3315 -1.0370
H 1.2920 -1.8517 -0.5919
H -1.0651 -2.3067 -0.0557
H -0.6273 -0.8576 -2.3721
H 0.9136 1.2842 -0.5445
H 1.4205 0.3813 0.9318
H 0.4237 2.8177 1.3188
H -1.0987 2.1258 0.7604
H -0.3554 1.5071 2.2533
*
```

Stability, lowest: arrangement two

Arrangement one

ORCA calculation (ωB97M-V with the def2-TZVPD basis set) on a molecular structure, C14H17N7O7PS4W.

Output
E_HOMO (spin up / spin down): -8.64 / -8.79 eV

ORCA input file:
```
! wB97M-V def2-TZVPD RIJCOSX def2/J DEFGRID3
* xyz 0 2
W 0.5922 0.2870 -0.1628
N 0.5987 -3.0405 2.9510
C 0.9075 -2.0844 2.0537
S 0.1213 -0.5500 2.1732
N 1.7922 -2.3671 1.1362
N 2.0438 -1.2766 0.3393
C 3.2086 -1.2583 -0.1984
C 3.6102 -0.0464 -0.8664
C 4.8573 0.1348 -1.4284
C 5.1690 1.3793 -1.9590
C 4.2256 2.3836 -1.9074
C 2.9863 2.1215 -1.3394
N 2.6890 0.9344 -0.8204
H 0.0307 -2.8080 3.7449
H 1.2011 -3.8448 3.0056
H 3.8860 -2.0885 -0.0434
H 5.5672 -0.6800 -1.4438
H 6.1379 1.5549 -2.4063
H 4.4200 3.3661 -2.3105
H 2.2132 2.8695 -1.3041
O 1.3578 1.5734 -3.6418
S 0.3275 1.0245 -2.8170
O -0.9676 0.8446 -3.3845
O 0.8177 -0.2809 -2.1249
O 0.2507 1.8252 -1.4726
C -4.5446 -2.9203 2.3352
C -3.6876 -2.7352 1.1079
O -3.2653 -1.3528 1.0711
P -2.4219 -0.8252 -0.1670
S -1.8201 1.0239 0.2669
S -0.7937 -1.8933 -0.5676
O -3.3856 -0.9268 -1.4101
C -4.5067 -0.0070 -1.5478
C -4.3041 0.8276 -2.7862
H -4.8619 -3.9606 2.4108
H -5.4316 -2.2896 2.2866
H -3.9846 -2.6598 3.2327
H -4.2394 -2.9661 0.1939
H -2.7943 -3.3628 1.1436
H -4.5817 0.6161 -0.6535
H -5.3991 -0.6294 -1.6042
H -3.3924 1.4171 -2.7055
H -5.1557 1.4981 -2.9145
H -4.2222 0.1936 -3.6679
O 0.8390 1.8894 1.1295
N 1.9235 2.6261 1.2289
C 2.1945 3.0165 2.4278
C 3.3580 3.8369 2.5976
N 4.2931 4.4852 2.7510
C 1.3873 2.6858 3.5717
N 0.7532 2.4398 4.4963
*
```

Arrangement two

ORCA calculation (ωB97M-V with the def2-TZVPD basis set) on a molecular structure, C14H17N7O7PS4W.

Output
E_HOMO (spin up / spin down): -8.65 / -8.83 eV

ORCA input file:
```
! wB97M-V def2-TZVPD RIJCOSX def2/J DEFGRID3
* xyz 0 2
W -0.6057 0.4124 -0.0385
N -4.1824 -0.1992 2.6896
C -3.0642 0.2090 2.0634
S -1.9399 -1.0044 1.5271
N -2.8549 1.4883 1.9445
N -1.6757 1.7584 1.3216
C -1.2581 2.9685 1.4279
C 0.0482 3.2860 0.9012
C 0.6355 4.5326 1.0139
C 1.9286 4.7025 0.5470
C 2.5938 3.6215 -0.0031
C 1.9366 2.4070 -0.0907
N 0.6934 2.2472 0.3500
H -4.4751 -1.1536 2.5841
H -4.8871 0.4961 2.8750
H -1.8574 3.6927 1.9650
H 0.0850 5.3479 1.4621
H 2.4097 5.6687 0.6149
H 3.6004 3.7103 -0.3832
H 2.4008 1.5365 -0.5316
O 0.6811 2.8027 -2.6068
S -0.2018 1.6838 -2.4782
O -0.9032 1.2308 -3.6272
O -1.1868 1.9180 -1.2793
O 0.5386 0.5063 -1.7536
C 3.6130 -2.9663 -1.8776
C 3.0889 -1.5550 -1.7716
O 2.9461 -1.1509 -0.3773
P 1.7438 -1.6009 0.5312
S 1.2151 -0.1083 1.7451
S 0.0663 -2.0192 -0.4769
O 2.3448 -2.8489 1.2855
C 1.5398 -3.5547 2.2739
C 1.0639 -4.8688 1.7041
H 3.7678 -3.2146 -2.9281
H 2.8998 -3.6807 -1.4635
H 4.5599 -3.0726 -1.3492
H 2.1249 -1.4336 -2.2628
H 3.7829 -0.8282 -2.1870
H 0.7086 -2.9177 2.5831
H 2.2003 -3.7008 3.1260
H 0.3683 -4.7083 0.8812
H 0.5523 -5.4368 2.4820
H 1.9086 -5.4583 1.3481
O -2.0542 -0.4450 -1.2842
N -3.1787 0.1347 -0.9266
C -4.1043 0.2514 -1.8073
C -5.3172 0.8867 -1.3668
N -6.2897 1.3853 -1.0145
C -4.0187 -0.2674 -3.1479
N -3.9918 -0.6909 -4.2142
*
```

Stability, lowest: arrangement one

Arrangement one

ORCA calculation (ωB97M-V with the def2-TZVPD basis set) on 2 unconnected molecules or ions with the total composition C24H28N2O4.

Output
E_HOMO: -8.04 eV

ORCA input file:
```
! wB97M-V def2-TZVPD RIJCOSX def2/J DEFGRID3
* xyz 0 1
C -2.1091 9.9844 -2.8178
C -1.5780 8.6842 -2.0702
C 0.0198 8.4596 -2.2939
C 0.4280 7.3572 -1.5643
O -0.2806 6.1874 -2.2623
C 0.0508 5.1145 -1.5221
C 0.8409 4.9645 -0.3474
C 1.2484 3.5503 -0.1011
C 0.6075 2.4927 -0.6540
C -0.3200 2.6359 -1.6617
C -0.2853 4.0148 -2.0908
H -0.9970 4.2040 -3.0897
H -0.9010 1.7941 -2.2999
C 0.9158 1.1163 0.0738
O 1.8512 0.8445 0.5266
N -0.2034 0.2922 -0.0938
C -0.2015 -1.1579 0.2167
C -1.1624 -1.9004 0.3423
C -0.8840 -3.4609 0.5970
C -2.0478 -4.0892 0.8612
C -2.0302 -5.5347 0.9763
C -0.7967 -6.1342 1.3513
C -0.7990 -7.6100 1.6068
C -2.0957 -8.1748 1.8785
C -3.0753 -7.6234 1.3872
C -3.2381 -6.3104 1.2778
H -4.3670 -5.6944 1.1184
H -4.0780 -8.1077 1.7356
H -2.1893 -9.2268 2.0465
H -0.0285 -8.1979 1.6999
H 0.2127 -5.8312 1.0412
H -3.0561 -3.7210 0.4849
H 0.0298 -3.7701 0.7698
H -2.2036 -1.5444 0.0372
C 1.3120 -1.6072 0.3622
O 2.2923 -1.8976 -0.4768
N 1.7492 -1.9656 1.5066
H 1.0061 -1.6579 2.6516
C 3.0241 -2.4628 2.0116
C 2.9992 -3.8801 2.1092
O 2.1579 -4.5684 1.0230
H 2.6129 -3.8376 0.3078
H 3.8560 -4.3353 2.1325
H 2.1338 -4.3005 2.8464
H 3.4116 -2.0213 2.8719
H 3.6164 -2.3344 1.2186
H -1.1531 0.4173 -0.5346
H 1.7118 3.2635 0.8854
H 1.6179 5.6136 -0.0551
H 0.2523 7.6565 -0.4540
H 1.6057 7.3207 -1.6654
H 0.1711 8.4159 -3.4213
H 0.5607 9.3000 -2.0496
H -2.2011 7.8831 -2.2959
H -1.8428 8.9237 -0.9153
H -1.8870 9.8576 -3.7449
H -1.6191 10.9336 -2.7139
H -3.1567 10.2425 -2.7024
*
```

Arrangement two

ORCA calculation (ωB97M-V with the def2-TZVPD basis set) on a single C24H28N2O4 molecule.

Output
E_HOMO: -8.05 eV
SMILES: CCc1ccc(/C=C2\Oc3c(ccc(O)c3CN3CCN(CCO)CC3)C2=O)cc1

ORCA input file:
```
! wB97M-V def2-TZVPD RIJCOSX def2/J DEFGRID3
* xyz 0 1
C -2.4227 4.2814 5.3579
C -3.3834 4.1924 3.9114
C -2.1689 4.0565 2.9668
C -1.6568 2.7901 2.7573
C -0.7241 2.6631 1.4625
C -0.1775 3.7939 0.8184
C 0.9488 3.5857 -0.1615
C 1.3626 2.5466 -0.7319
O 1.3439 1.2264 -0.1240
C 2.1143 0.4057 -1.0391
C 2.7707 1.1260 -1.8309
C 3.6793 0.3806 -2.9349
C 3.7773 -0.9246 -2.6604
C 2.8302 -1.5738 -1.8827
O 3.0515 -2.8639 -1.7938
C 2.1943 -0.8958 -0.8263
C 1.2353 -1.6323 -0.1778
N 0.6554 -3.0166 -0.4935
C -0.5207 -2.6650 -1.3677
C -1.2040 -3.8015 -1.7720
N -2.1035 -3.9307 -0.3240
C -2.8595 -5.2864 -0.3828
C -4.1062 -5.0957 0.3542
O -5.0421 -3.9963 -0.0669
C -1.2216 -3.7697 0.9669
C 0.1695 -3.8463 0.5529
C 2.5060 2.5592 -1.5926
O 2.7856 3.4510 -2.1687
C -0.6754 4.9418 1.2377
C -1.4208 5.2133 2.1278
H -1.8305 5.0769 5.2617
H -1.8098 3.3435 5.4111
H -3.2528 4.4245 6.0716
H -3.8464 5.1170 3.7318
H -3.7726 3.3921 4.0349
H -1.8495 1.8162 3.1403
H -0.3138 1.4670 1.4134
H 1.1752 4.4264 -0.4866
H 4.2262 0.8586 -3.6613
H 4.3233 -1.4973 -3.4615
H 2.2559 -3.3410 -1.3423
H 0.3548 -1.2013 0.5809
H 1.9155 -1.9958 0.7829
H 0.0781 -2.5665 -2.4276
H -1.0177 -1.8450 -1.1120
H -2.0912 -3.5673 -2.3780
H -0.7252 -4.5737 -1.9541
H -2.2046 -6.0499 -0.1590
H -3.2332 -5.3953 -1.5576
H -3.7171 -4.9177 1.3379
H -4.8507 -5.9464 0.1502
H -4.3604 -3.2633 -0.2660
H -1.3961 -2.5951 1.2789
H -1.7318 -4.2909 1.6387
H 0.4927 -4.7866 0.2644
H 0.6699 -3.8440 1.6447
H -0.4504 5.8354 0.7254
H -1.9320 6.2639 2.3482
*
```

Stability, lowest: arrangement two